# 1
C24H20ClN3O4S | ωB97M-V/def2-TZVPD

The geometry in XYZ format:
```
53
Properties=species:S:1:pos:R:3:forces:R:3:lowdin_charge:R:1
C 1.60481 3.45339 0.54845 0.1 -0.1 0.0 -0.015
H 0.83783 3.76020 -0.15477 0.0 0.1 0.0 0.075
H 2.53448 3.95667 0.29748 0.1 0.1 0.0 0.091
H 1.30141 3.74608 1.55128 0.0 0.0 0.1 0.085
C 1.81026 1.94192 0.48371 0.1 0.1 -0.3 -0.230
C 2.27434 1.48684 -0.86637 -0.4 0.5 -0.3 -0.224
C 1.97793 1.86811 -2.14117 0.1 -0.1 0.6 -0.010
C 2.81121 1.09757 -2.98715 0.4 -0.3 0.2 -0.065
C 3.55245 0.30709 -2.16651 0.0 0.2 -0.8 -0.152
O 3.23460 0.53133 -0.88174 0.1 -0.1 0.4 0.050
H 4.31036 -0.42523 -2.36174 0.1 -0.1 0.1 0.108
H 2.85383 1.14073 -4.05604 0.1 -0.1 -0.2 0.105
H 1.25207 2.59456 -2.43789 -0.2 0.2 0.0 0.111
N 0.59712 1.22377 0.91430 0.1 0.3 0.0 0.075
C -0.57870 1.43007 0.23864 0.0 -0.1 0.1 -0.342
O -0.61201 2.07574 -0.79906 0.0 0.1 0.0 0.071
C -1.80467 0.87325 0.85627 -0.7 0.0 -0.2 -0.082
C -1.99656 0.87197 2.23689 -0.2 0.1 -0.1 -0.036
C -3.11914 0.29683 2.79457 0.1 0.0 0.1 -0.073
C -4.06940 -0.29487 1.97334 0.1 0.0 0.0 -0.061
C -3.93394 -0.24292 0.60140 0.0 0.0 0.1 -0.011
C -2.82432 0.37391 0.02602 0.0 -0.1 1.0 -0.233
N -2.76358 0.52139 -1.35241 -0.1 -0.3 -1.2 -0.037
S -2.81554 -0.77991 -2.40054 0.2 0.2 0.1 0.670
O -2.98306 -0.24287 -3.71472 0.3 0.2 0.1 -0.277
O -3.76525 -1.73193 -1.91196 0.2 0.0 0.3 -0.276
C -1.16287 -1.45657 -2.25508 -0.7 0.1 -0.1 -0.261
C -0.84499 -2.22614 -1.15393 0.0 -0.1 0.0 -0.058
C 0.43641 -2.73336 -1.02994 0.0 0.1 -0.2 -0.100
C 1.37171 -2.45495 -2.01590 -0.4 0.1 0.0 -0.655
C 1.05055 -1.68223 -3.12329 -0.1 -0.1 0.1 -0.097
C -0.23120 -1.17341 -3.23440 0.1 0.0 -0.1 -0.041
H -0.52952 -0.57086 -4.07730 0.0 0.1 -0.1 0.117
H 1.79173 -1.48795 -3.88151 0.0 0.0 0.0 0.106
Cl 2.96256 -3.09488 -1.86426 0.3 -0.2 0.0 0.710
H 0.71277 -3.33967 -0.18287 0.0 0.0 0.1 0.098
H -1.60144 -2.42637 -0.41294 -0.1 -0.1 0.2 0.116
H -2.06764 1.20537 -1.64172 0.0 0.0 -0.1 0.098
H -4.67842 -0.66687 -0.05167 -0.1 0.0 0.0 0.107
H -4.93637 -0.76943 2.40760 -0.1 0.0 0.0 0.107
H -3.25375 0.30499 3.86553 0.0 0.0 0.1 0.103
H -1.25875 1.33518 2.87620 0.1 0.0 0.0 0.119
C 0.74360 0.17042 1.82598 0.2 -0.6 0.4 -0.286
N 0.10682 -0.95537 1.53052 0.3 0.2 -0.2 0.150
C 0.19416 -1.97162 2.36823 0.1 -0.1 0.3 -0.125
C 0.93873 -1.93909 3.53513 0.0 0.0 0.0 -0.053
C 1.61688 -0.76739 3.83850 -0.1 -0.1 -0.1 -0.055
C 1.51974 0.31059 2.97910 -0.1 0.0 -0.1 0.001
H 2.00801 1.24375 3.21271 0.0 0.1 0.0 0.116
H 2.20413 -0.68907 4.74168 0.0 0.0 0.1 0.110
H 0.98544 -2.79669 4.18644 0.0 -0.1 0.0 0.102
H -0.36401 -2.85313 2.08250 0.0 -0.2 0.0 0.111
H 2.59921 1.65103 1.18439 -0.2 0.1 -0.1 0.141
```
Positions in Å, forces in eV/Å.

Frontier orbital gap ... 8.882 eV
Relative energy (zero: lowest compared OMol25 entry of this formula, charge and spin) ... 0.000 eV
SMILES ... C[C@H](c1ccco1)N(C(=O)c1ccccc1NS(=O)(=O)c1ccc(Cl)cc1)c1ccccn1
2S+1 ... 1
Highest occupied orbital energy ... -8.5788 eV
E_tot ... -61230.54464 eV

---

# 2
C24H20ClNPRe | ωB97M-V/def2-TZVPD

The geometry in XYZ format:
```
48
Properties=species:S:1:pos:R:3:forces:R:3:lowdin_charge:R:1
C 1.61668 4.59124 1.27392 2.0 0.0 -0.4 -0.222
C 1.49444 3.62272 0.19722 -0.5 2.1 0.2 -0.210
C 0.11562 3.67126 -0.25581 0.6 0.9 -0.3 -0.245
H 2.32315 3.10866 -0.19140 0.7 -0.7 -0.5 0.092
C -0.63078 4.55733 0.62048 -1.3 2.7 -0.6 -0.263
C 0.37723 5.22488 1.52986 -2.2 2.6 -2.6 -0.264
H 0.04451 6.12910 2.53288 0.8 -1.1 -2.3 0.172
H 2.43169 4.73249 1.99246 0.1 -0.1 -0.9 0.134
H -0.29947 3.17612 -1.08797 -0.3 -0.7 -0.7 0.101
H -1.73673 4.86677 0.57978 2.0 -0.6 0.0 0.161
Re 0.14996 3.13759 1.74603 -3.1 -3.1 5.4 1.064
Cl -1.85903 2.06329 2.52291 1.3 0.0 -0.7 -0.057
P -0.18305 -0.40428 0.12949 0.0 -3.0 -1.4 1.173
C -1.16528 -0.63364 -1.42282 -0.5 1.1 0.0 -0.373
C -0.69365 -1.28404 -2.58098 -0.1 0.1 -0.3 -0.069
H 0.31464 -1.72124 -2.60616 -0.5 0.3 0.0 0.111
C -1.52087 -1.38618 -3.71701 0.0 0.1 0.4 -0.056
H -1.14436 -1.89458 -4.61506 -0.2 0.2 0.5 0.117
C -2.81556 -0.84118 -3.70662 0.2 0.1 0.4 -0.052
H -3.45888 -0.92356 -4.59472 0.4 0.1 0.5 0.118
C -3.28541 -0.18335 -2.55048 0.2 -0.2 0.0 -0.062
H -4.29723 0.24111 -2.53600 0.5 -0.2 0.0 0.115
C -2.46614 -0.06852 -1.41901 0.0 -0.2 -0.3 -0.095
H -2.82910 0.45610 -0.52098 0.2 -0.3 -0.5 0.105
C 1.45677 -1.02059 -0.44746 0.6 0.9 0.3 -0.379
C 2.29436 -0.05260 -1.05763 0.2 -0.5 0.0 -0.104
H 1.93741 0.98258 -1.17517 0.2 -0.6 0.0 0.089
C 3.56383 -0.41880 -1.52147 -0.1 -0.1 0.0 -0.065
H 4.19983 0.33026 -2.00956 -0.3 -0.4 0.2 0.114
C 4.02619 -1.74244 -1.36472 -0.4 0.2 0.1 -0.052
H 5.02650 -2.02268 -1.72499 -0.6 0.2 0.2 0.118
C 3.20359 -2.69608 -0.74322 -0.2 0.3 0.0 -0.054
H 3.55842 -3.72703 -0.61098 -0.2 0.5 -0.1 0.118
C 1.92138 -2.34012 -0.28132 0.3 0.0 0.0 -0.065
H 1.28966 -3.10078 0.19809 0.3 0.4 -0.2 0.112
C -0.76070 -1.88486 1.07576 -0.2 0.5 1.0 -0.375
C -1.56598 -2.91435 0.54796 -0.2 -0.1 0.1 -0.068
H -1.88759 -2.89119 -0.50268 0.2 0.0 0.6 0.111
C -1.95894 -3.99049 1.36803 0.3 0.3 0.0 -0.056
H -2.58706 -4.78818 0.94862 0.4 0.4 0.2 0.117
C -1.55619 -4.04558 2.71255 0.2 0.4 -0.2 -0.052
H -1.86387 -4.88714 3.34967 0.2 0.5 -0.4 0.118
C -0.75676 -3.01210 3.24289 0.0 -0.1 -0.2 -0.061
H -0.43632 -3.05116 4.29126 -0.2 0.0 -0.5 0.115
C -0.36894 -1.93382 2.43690 -0.2 -0.3 -0.1 -0.099
H 0.24380 -1.12149 2.85557 -0.3 -0.4 -0.1 0.106
N 0.29026 5.61952 3.75458 -0.3 -2.9 0.6 0.100
C 0.24797 4.47104 3.33728 0.0 0.6 2.7 -0.280
```
Positions in Å, forces in eV/Å.

Frontier orbital gap (spin up / spin down) ... 7.461 / 3.771 eV
2S+1 ... 4
Charge ... +1
Highest occupied orbital energy (spin up / spin down) ... -11.2607 / -11.1707 eV
E_tot ... -50629.53475 eV

---

# 3
C24H20CoN4O3 | ωB97M-V/def2-TZVPD

The geometry in XYZ format:
```
52
Properties=species:S:1:pos:R:3:forces:R:3:lowdin_charge:R:1
Co -0.25553 0.40129 -0.09132 0.0 -0.1 0.2 0.570
C -2.50591 -0.97213 -3.73278 -0.1 -0.1 0.0 -0.081
O -1.35184 -1.71432 -4.09388 0.1 0.2 0.0 -0.087
C -0.68694 -2.41151 -3.11970 0.0 -0.2 0.0 -0.224
C -0.28966 -3.68749 -3.44971 0.0 0.0 0.0 -0.009
C 0.44150 -4.47900 -2.56094 0.0 0.0 0.0 -0.100
C 0.75204 -3.96810 -1.32583 0.0 0.0 -0.1 -0.067
C 0.37022 -2.66453 -0.96353 0.1 0.0 0.1 -0.139
C 0.73752 -2.22130 0.36088 0.0 0.0 -0.1 -0.049
N 0.51400 -1.04541 0.81558 0.0 0.0 0.1 -0.079
N 0.90370 -0.77548 2.12768 0.0 0.0 -0.1 0.090
C 0.50425 0.42710 2.44622 0.0 0.0 0.1 -0.453
O -0.14378 1.22012 1.66034 0.0 -0.1 -0.1 -0.103
C 0.82767 0.92417 3.81377 0.0 0.0 0.0 -0.150
C 0.26579 2.11720 4.25501 0.0 0.0 0.0 -0.029
C 0.55743 2.59892 5.52272 0.0 0.0 0.0 -0.086
C 1.41859 1.89564 6.35276 0.0 0.0 0.0 -0.097
C 1.98507 0.70600 5.91302 0.0 0.0 0.0 -0.086
C 1.68998 0.21934 4.64971 0.0 0.0 0.0 -0.036
C -0.34466 -1.83723 -1.86509 0.0 0.1 0.0 -0.258
O -0.69355 -0.60068 -1.62112 0.1 0.1 0.0 -0.133
H -3.07327 -0.84252 -4.65323 0.0 0.0 0.0 0.088
H -2.24439 -0.00279 -3.31286 0.0 0.0 0.0 0.063
H -3.11567 -1.52172 -3.01005 0.0 0.0 0.0 0.100
H -0.56466 -4.05709 -4.42970 0.0 0.0 0.0 0.118
H 0.74248 -5.47870 -2.84197 0.0 0.0 0.0 0.097
H 1.30255 -4.56397 -0.60727 0.0 0.0 0.0 0.106
H 1.23030 -2.92739 1.02578 0.0 0.0 0.0 0.129
H -0.39808 2.65563 3.59247 0.0 0.0 0.0 0.110
H 0.11183 3.52494 5.86332 0.0 0.0 0.0 0.099
H 1.64818 2.27315 7.34119 0.0 0.0 0.0 0.098
H 2.65829 0.15552 6.55776 0.0 0.0 0.0 0.100
H 2.11694 -0.70894 4.29620 0.0 0.0 0.0 0.104
N 1.58939 1.61497 -0.46567 0.0 0.0 -0.1 0.093
C 1.11362 2.96437 -0.59839 0.0 0.0 0.0 -0.211
C 1.91297 4.06715 -0.51439 0.0 0.0 0.0 -0.006
C 1.38514 5.36554 -0.69532 0.0 0.0 0.0 -0.062
C 0.06524 5.54192 -0.98700 0.0 0.0 0.0 -0.028
C -0.79622 4.42179 -1.07281 0.0 0.1 0.0 -0.142
C -2.17416 4.52446 -1.37688 0.0 0.0 0.0 0.001
C -2.94219 3.40045 -1.42820 0.0 -0.1 0.0 -0.028
C -2.34579 2.15731 -1.13192 0.0 0.1 0.0 -0.076
N -1.07689 2.03284 -0.83975 0.0 0.0 0.0 0.052
C -0.27516 3.13713 -0.84213 0.0 -0.1 0.0 -0.130
H 2.07154 1.31774 -1.30761 0.0 0.0 0.0 0.122
H 2.22699 1.52191 0.31725 0.0 0.0 0.0 0.112
H 2.97089 3.94122 -0.31840 0.0 0.0 0.0 0.118
H 2.04511 6.21896 -0.61851 0.0 0.0 0.0 0.108
H -0.34172 6.53157 -1.15185 0.0 0.0 0.0 0.116
H -2.60125 5.50151 -1.56768 0.0 0.0 0.0 0.121
H -3.99542 3.44141 -1.66523 0.0 0.0 0.0 0.110
H -2.92798 1.24398 -1.12296 0.0 0.0 0.0 0.125
```
Positions in Å, forces in eV/Å.

Frontier orbital gap (spin up / spin down) ... 6.650 / 6.743 eV
Relative energy (zero: lowest compared OMol25 entry of this formula, charge and spin) ... 0.000 eV
2S+1 ... 2
Highest occupied orbital energy (spin up / spin down) ... -7.1760 / -7.2669 eV
E_tot ... -74943.78298 eV